{
  "formula": "C21H28N4O3",
  "method": "the ωB97M-V functional and the def2-TZVPD basis",
  "smiles": "COCCC(=O)N1CCC(n2nccc2NC(=O)CCc2ccccc2)CC1",
  "de_lowest_kj_mol": 208.3,
  "gap_ev": 9.27,
  "max_force_ha_per_bohr": 0.016,
  "homo_ev": -8.7,
  "molar_mass_da": 384.5,
  "lumo_ev": 0.6,
  "species": ["C", "O", "C", "C", "C", "O", "N", "C", "H", "C", "H", "H", "C", "N", "C", "C", "C", "N", "H", "H", "N", "C", "O", "C", "C", "C", "C", "C", "C", "C", "C", "H", "H", "H", "H", "H", "H", "H", "H", "H", "H", "C", "C", "H", "H", "H", "H", "H", "H", "H", "H", "H", "H", "H", "H", "H"],
  "xyz": [[6.375, -0.860, -3.677], [5.981, -0.349, -2.431], [5.478, -1.339, -1.562], [5.181, -0.690, -0.210], [4.371, -1.625, 0.674], [4.913, -2.297, 1.531], [3.040, -1.713, 0.440], [2.257, -0.935, -0.490], [1.668, -1.626, -1.106], [1.298, -0.014, 0.269], [1.867, 0.683, 0.888], [0.702, 0.559, -0.444], [0.391, -0.864, 1.167], [-0.517, -0.020, 1.913], [-1.552, 0.719, 1.450], [-2.056, 1.431, 2.523], [-1.257, 1.041, 3.600], [-0.339, 0.176, 3.217], [-1.314, 1.350, 4.624], [-2.880, 2.115, 2.514], [-1.978, 0.802, 0.121], [-2.231, -0.224, -0.742], [-1.968, -1.384, -0.512], [-2.880, 0.237, -2.034], [-4.410, 0.281, -1.863], [-4.814, 1.243, -0.782], [-4.778, 2.615, -1.013], [-5.103, 3.508, -0.007], [-5.468, 3.041, 1.244], [-5.510, 1.678, 1.484], [-5.182, 0.786, 0.478], [-5.208, -0.277, 0.671], [-5.794, 1.307, 2.457], [-5.722, 3.738, 2.029], [-5.073, 4.571, -0.201], [-4.501, 2.984, -1.991], [-4.763, -0.722, -1.618], [-4.856, 0.580, -2.814], [-2.629, -0.482, -2.815], [-2.506, 1.222, -2.319], [-2.423, 1.685, -0.093], [1.255, -1.690, 2.115], [2.223, -2.547, 1.301], [1.664, -3.255, 0.679], [2.896, -3.098, 1.959], [0.626, -2.325, 2.736], [1.812, -1.022, 2.772], [-0.210, -1.534, 0.540], [2.895, -0.351, -1.149], [6.124, -0.495, 0.301], [4.681, 0.264, -0.370], [6.214, -2.147, -1.434], [4.566, -1.786, -1.993], [6.741, -0.016, -4.258], [7.174, -1.603, -3.568], [5.531, -1.327, -4.201]]
}

{
  "formula": "C8H9NO2",
  "method": "the ωB97M-V functional and the def2-TZVPD basis",
  "de_lowest_kj_mol": 208.5,
  "gap_ev": 7.99,
  "max_force_ha_per_bohr": 0.080,
  "homo_ev": -7.4,
  "molar_mass_da": 151.2,
  "lumo_ev": 0.6,
  "species": ["C", "C", "C", "C", "C", "C", "C", "C", "N", "O", "O", "H", "H", "H", "H", "H", "H", "H", "H", "H"],
  "xyz": [[-2.358, -0.735, -0.362], [-2.646, 0.574, 0.017], [-1.018, -1.232, -0.396], [-1.588, 1.392, 0.359], [0.038, -0.394, -0.107], [-0.289, 0.975, 0.120], [1.523, -0.776, -0.199], [2.272, 0.440, 0.312], [0.906, 1.693, 0.064], [1.715, -1.927, 0.580], [3.339, 0.860, -0.338], [-3.097, -1.299, -0.884], [-3.652, 1.104, 0.122], [-0.897, -2.355, -0.438], [-1.832, 2.394, 0.597], [1.798, -1.016, -1.180], [2.450, 0.524, 1.387], [0.768, 2.641, 0.368], [2.575, -2.067, 0.956], [3.100, 0.742, -1.265]]
}

{
  "formula": "C2H5N2PS",
  "method": "the ωB97M-V functional and the def2-TZVPD basis",
  "de_lowest_kj_mol": 325.1,
  "gap_ev": [4.98, 4.99],
  "max_force_ha_per_bohr": 0.084,
  "homo_ev": [-7.7, -7.8],
  "molar_mass_da": 120.1,
  "lumo_ev": [-2.8, -2.8],
  "species": ["C", "C", "N", "N", "P", "S", "H", "H", "H", "H", "H"],
  "xyz": [[1.510, 0.351, 0.069], [-0.725, -0.448, 0.347], [0.607, -0.636, -0.102], [1.029, 1.423, 0.530], [-1.574, 1.024, -0.404], [3.198, 0.215, -0.240], [-1.421, -1.247, 0.079], [-0.762, -0.368, 1.391], [0.843, -1.523, -0.568], [1.571, 2.258, 0.627], [-1.588, 1.077, -1.804]]
}

{
  "formula": "C20H27BrN2O4PSe2Te2Zr",
  "method": "the ωB97M-V functional and the def2-TZVPD basis",
  "charge": 1,
  "de_lowest_kj_mol": 70.6,
  "gap_ev": 6.58,
  "max_force_ha_per_bohr": 0.055,
  "homo_ev": -10.2,
  "molar_mass_da": 974.7,
  "lumo_ev": -3.7,
  "species": ["Zr", "Se", "Te", "Te", "Se", "Br", "C", "C", "C", "C", "C", "C", "N", "C", "C", "C", "C", "C", "C", "N", "H", "H", "H", "H", "H", "H", "H", "H", "H", "C", "C", "C", "C", "O", "P", "O", "O", "O", "C", "C", "C", "C", "H", "H", "H", "H", "H", "H", "H", "H", "H", "H", "H", "H", "H", "H", "H", "H", "H", "H"],
  "xyz": [[-0.189, -0.364, 0.130], [1.245, 0.810, -1.719], [-0.777, 2.278, -1.438], [-2.701, 0.371, -1.318], [-2.708, 0.095, 1.149], [-0.459, -6.358, -3.986], [-0.626, -5.086, -2.586], [-0.779, -5.513, -1.274], [-0.844, -4.595, -0.248], [-0.754, -3.220, -0.508], [-0.601, -2.807, -1.847], [-0.551, -3.730, -2.873], [-0.819, -2.237, 0.465], [-0.266, -2.502, 1.750], [0.122, -0.303, 2.933], [0.648, -0.041, 4.193], [1.267, 1.178, 4.421], [1.322, 2.125, 3.404], [0.727, 1.816, 2.198], [0.129, 0.641, 1.978], [-0.839, -6.566, -1.052], [-0.977, -4.951, 0.762], [-0.493, -1.732, -2.086], [-0.433, -3.395, -3.891], [-0.656, -3.411, 2.230], [0.561, -0.780, 4.970], [1.711, 1.377, 5.386], [1.798, 3.080, 3.545], [0.696, 2.534, 1.371], [3.968, -3.977, 3.998], [2.502, -3.821, 3.608], [1.993, -5.076, 2.910], [1.645, -3.504, 4.830], [2.448, -2.642, 2.723], [1.580, -2.422, 1.437], [1.730, -1.002, 0.965], [-0.549, -1.485, 2.734], [1.894, -3.438, 0.280], [3.089, -3.420, -0.605], [2.925, -4.656, -1.483], [3.087, -2.150, -1.444], [4.350, -3.514, 0.240], [4.059, -4.719, 4.787], [4.365, -3.031, 4.358], [4.561, -4.300, 3.148], [2.224, -5.943, 3.525], [2.470, -5.208, 1.943], [0.916, -5.034, 2.767], [1.584, -4.379, 5.473], [0.636, -3.227, 4.530], [2.086, -2.684, 5.390], [2.031, -4.572, -2.094], [2.845, -5.547, -0.868], [3.790, -4.754, -2.132], [2.131, -2.033, -1.962], [3.870, -2.207, -2.195], [3.281, -1.268, -0.832], [4.391, -4.471, 0.754], [4.379, -2.708, 0.972], [5.222, -3.433, -0.402]]
}

{
  "formula": "H24O12",
  "method": "the ωB97M-V functional and the def2-TZVPD basis",
  "smiles": "O.O.O.O.O.O.O.O.O.O.O.O",
  "de_lowest_kj_mol": 256.9,
  "gap_ev": 9.11,
  "max_force_ha_per_bohr": 0.062,
  "homo_ev": -9.7,
  "molar_mass_da": 216.2,
  "lumo_ev": -0.6,
  "species": ["O", "H", "H", "O", "H", "H", "O", "H", "H", "O", "H", "H", "O", "H", "H", "O", "H", "H", "O", "H", "H", "O", "H", "H", "O", "H", "H", "O", "H", "H", "O", "H", "H", "O", "H", "H"],
  "xyz": [[-0.971, 1.069, -2.449], [-0.230, 1.546, -2.087], [-1.550, 1.787, -2.589], [0.151, 1.436, 3.098], [0.920, 1.169, 2.560], [0.608, 2.129, 3.546], [-0.539, -1.750, 2.513], [-0.572, -1.378, 1.623], [0.361, -1.569, 2.715], [2.232, -0.729, -1.611], [1.698, -0.674, -0.825], [1.632, -1.249, -2.145], [0.045, -0.505, 0.125], [-0.678, -0.483, -0.505], [0.420, 0.403, 0.242], [-1.806, -1.429, -2.748], [-2.599, -1.262, -3.209], [-1.471, -0.552, -2.558], [0.424, 2.158, -0.110], [-0.404, 2.612, 0.029], [1.044, 2.766, -0.544], [0.776, -3.468, -1.221], [0.851, -4.360, -0.879], [0.333, -3.097, -0.493], [1.397, 3.657, 2.072], [1.125, 2.942, 1.511], [2.058, 4.213, 1.624], [-2.640, 0.541, -0.403], [-3.022, -0.318, -0.496], [-2.335, 0.705, -1.323], [-1.839, -2.575, -0.012], [-1.676, -2.434, -0.908], [-2.212, -3.417, 0.047], [2.406, 0.748, 1.915], [3.190, 0.417, 2.432], [2.888, 0.936, 1.070]]
}